# 1
{
  "formula": "F2H4N2P",
  "method": "ωB97M-V/def2-TZVPD",
  "charge": 1,
  "gap_ev": 12.9,
  "e_above_lowest_kj_mol": 221.8,
  "symbols": ["N", "F", "H", "H", "H", "H", "P", "N", "F"],
  "coordinates": [[0.2841, 0.9880, -0.9791], [1.6540, -1.2375, -0.9696], [0.4546, 1.1465, -1.9147], [0.0560, 1.9197, -0.5009], [0.6722, -1.3731, 1.7228], [-0.7906, -0.8862, 1.5712], [0.7663, -0.2220, -0.1318], [0.0509, -1.0569, 0.9871], [2.3125, 0.6530, 0.7195]],
  "atomic_forces_ev_per_a": [[-2.16, 2.00, 2.69], [-2.15, 1.90, 1.14], [0.52, -0.18, -2.67], [0.33, -1.89, -0.52], [1.03, -0.49, -0.26], [0.00, 0.43, -1.47], [8.31, 0.71, 1.21], [-1.50, 0.20, 1.75], [-4.38, -2.67, -1.88]]
}

# 2
{
  "formula": "C22H25FN4O4",
  "method": "ωB97M-V/def2-TZVPD",
  "gap_ev": 9.1,
  "e_above_lowest_kj_mol": 94.8,
  "symbols": ["H", "C", "H", "N", "C", "N", "H", "C", "C", "H", "H", "H", "O", "N", "F", "C", "H", "C", "H", "O", "C", "H", "H", "C", "H", "C", "C", "H", "C", "C", "H", "O", "H", "C", "C", "H", "C", "N", "H", "H", "C", "C", "H", "C", "H", "O", "H", "H", "H", "C", "C", "H", "H", "C", "H", "C"],
  "coordinates": [[4.2051, -1.9128, -0.5367], [0.9746, 3.4942, -0.6788], [-3.3926, -1.0367, -2.4699], [-3.4633, 1.4625, 0.3327], [5.2486, -1.7295, -0.3419], [-1.1159, 2.9716, 0.6901], [-3.7087, 3.2998, 1.2624], [7.0451, -0.1780, 0.0904], [-2.1447, 3.4443, -0.2151], [-3.8737, -5.3759, 1.6893], [-0.0642, 4.7276, 0.7460], [5.8157, -3.7981, -0.4103], [-4.7949, 1.2637, -1.4772], [4.8310, 0.6683, -0.2229], [8.3511, -3.5413, 0.0472], [3.5063, 0.7136, -0.4510], [-3.3929, -3.5108, -2.3062], [-4.1038, -3.5363, -0.2972], [7.3877, 0.8366, 0.2300], [2.7392, -0.2115, -0.6499], [0.1460, 3.6629, 0.6172], [1.7112, 4.2994, -0.7305], [-2.3759, -0.1193, 1.1541], [-3.6903, -1.5247, -1.5543], [-4.2890, 3.1929, -0.4278], [6.1434, -2.7802, -0.2720], [-4.0697, -0.7489, -0.4621], [5.2363, 1.5929, -0.0765], [5.6955, -0.4223, -0.1607], [7.4775, -2.5153, -0.0216], [-0.2562, 1.1924, 1.3400], [3.7778, 3.0872, -0.1703], [-2.1576, 4.5354, -0.2006], [-3.6939, -2.8991, -1.4707], [7.9427, -1.2247, 0.1610], [-2.5708, 1.3155, 2.1971], [-4.4869, -1.3837, 0.7004], [1.7172, 2.2610, -0.7100], [-5.5470, -5.3837, 1.0606], [8.9895, -1.0528, 0.3545], [3.0165, 2.1671, -0.4227], [-3.4947, 2.9078, 0.2634], [-4.8165, -0.7944, 1.5440], [-4.5086, -2.7649, 0.7880], [0.3219, 3.5479, -1.5531], [-4.0761, -4.8951, -0.3206], [-1.9815, 3.1059, -1.2527], [1.2418, 1.3809, -0.8703], [-4.4015, -6.6548, 0.5686], [-1.0564, 1.5260, 0.6766], [-4.1329, 0.7363, -0.6007], [-0.8748, 1.1212, -0.3360], [-4.8472, -3.2252, 1.7028], [-4.5011, -5.6002, 0.8205], [0.7600, 3.3353, 1.4613], [-2.3986, 0.9698, 1.1721]],
  "atomic_forces_ev_per_a": [[-0.04, -0.01, -0.01], [-0.10, 0.36, 0.36], [0.01, 0.04, -0.11], [0.00, 0.19, 0.16], [-0.09, 0.14, -0.01], [-0.06, -0.07, 0.03], [0.03, 0.03, -0.05], [-0.25, -0.06, -0.04], [-0.25, -0.04, 0.20], [-0.03, 0.00, -0.03], [0.05, 0.01, 0.03], [-0.02, -0.11, -0.01], [-0.04, -0.03, -0.27], [0.00, 0.71, 0.04], [-0.03, 0.04, 0.00], [0.17, -0.13, 0.05], [0.04, -0.07, -0.10], [0.03, 0.15, -0.09], [0.05, 0.11, 0.02], [0.04, -0.06, -0.01], [0.27, 0.08, -0.28], [-0.13, -0.03, -0.08], [0.00, 0.14, 0.05], [-0.03, 0.05, 0.13], [0.08, 0.00, 0.13], [0.39, -0.01, 0.07], [-0.19, -0.19, 0.03], [-0.21, -0.20, -0.05], [0.17, -0.54, -0.01], [-0.13, 0.09, -0.01], [0.04, -0.03, -0.03], [0.00, 0.11, 0.05], [-0.01, 0.01, -0.04], [-0.03, -0.18, 0.11], [-0.02, -0.26, -0.02], [0.07, -0.07, -0.02], [0.09, 0.17, -0.29], [-0.19, -0.46, -0.10], [0.05, 0.00, 0.00], [0.10, 0.00, 0.02], [-0.10, 0.14, -0.07], [-0.14, 0.34, -0.35], [0.00, 0.06, 0.09], [-0.03, -0.36, 0.09], [0.09, 0.04, -0.01], [0.09, 0.24, -0.25], [-0.01, 0.05, 0.00], [0.17, 0.07, 0.02], [-0.02, 0.07, 0.07], [-0.25, -0.06, 0.34], [-0.11, -0.07, 0.04], [0.02, -0.05, 0.01], [-0.03, -0.08, 0.06], [-0.07, -0.12, 0.20], [0.04, 0.09, -0.03], [0.50, -0.26, -0.03]]
}

# 3
{
  "formula": "C11H14NO4STi",
  "method": "ωB97M-V/def2-TZVPD",
  "spin_multiplicity": 2,
  "gap_ev": [8.0, 7.6],
  "s2": 0.756,
  "e_above_lowest_kj_mol": 68.5,
  "symbols": ["H", "C", "O", "H", "S", "H", "H", "H", "Ti", "C", "C", "H", "H", "C", "H", "C", "C", "H", "C", "H", "C", "H", "O", "O", "C", "N", "H", "O", "H", "C", "C", "H"],
  "coordinates": [[0.0319, 2.6555, 3.2924], [-2.8132, 2.4180, 0.6883], [0.2079, -2.1196, -1.4560], [-1.9694, 4.1018, 3.5242], [-1.5445, 0.4141, -0.8081], [2.2332, -3.7725, -0.9524], [2.0024, -3.7011, 0.7973], [-1.4453, -2.8035, 0.2051], [0.8381, -0.5757, -0.4288], [-0.7753, 2.5961, 2.5719], [0.4628, -2.7968, -0.3975], [2.9959, -1.5220, 0.8689], [3.3938, -1.6681, -0.8486], [2.5965, -1.7538, -0.1155], [-0.3436, -3.5745, 1.2785], [-0.6989, 1.7149, 1.5065], [1.9015, -3.1378, -0.1294], [-3.7838, 3.9381, 1.8455], [-2.9059, 3.3088, 1.7527], [1.1067, 1.2148, -2.1872], [0.7844, -0.1346, -3.5996], [1.0773, -1.1656, -3.7414], [0.3899, -0.4308, 1.5084], [1.3652, 0.2929, -2.3472], [-1.7001, 1.5910, 0.5329], [-0.5475, -3.2539, 0.3443], [1.1766, 0.4777, -4.4040], [1.3246, 1.1638, 0.3613], [-3.6115, 2.3543, -0.0418], [0.4404, 0.8167, 1.2196], [-1.8922, 3.4049, 2.6994], [-0.2975, -0.0532, -3.5397]],
  "atomic_forces_ev_per_a": [[-0.01, -0.03, -0.04], [-0.12, 0.03, -0.05], [-0.09, -0.96, -0.13], [-0.02, -0.02, -0.04], [-0.18, 0.34, 0.37], [0.03, -0.04, -0.03], [0.04, -0.02, 0.06], [0.06, -0.08, -0.01], [0.64, 0.78, -1.04], [0.01, -0.01, -0.04], [-0.13, -0.84, -0.83], [0.01, 0.01, 0.07], [0.01, -0.03, -0.11], [-0.17, -0.40, -0.03], [-0.05, -0.05, -0.09], [0.24, -0.10, 0.08], [0.10, 0.21, 0.16], [0.03, -0.04, -0.04], [0.02, -0.08, -0.09], [0.05, -0.12, -0.07], [0.06, 0.07, 0.27], [0.00, -0.12, 0.00], [-0.14, 0.35, 0.59], [-0.06, 0.18, -0.08], [-0.04, -0.12, -0.11], [-0.28, 0.03, 0.45], [0.04, 0.09, -0.11], [-0.07, 0.83, 0.64], [0.01, 0.02, 0.04], [0.18, 0.16, 0.30], [-0.07, -0.01, -0.05], [-0.10, -0.04, -0.06]]
}

# 4
{
  "formula": "C21H45OP3STl",
  "method": "ωB97M-V/def2-TZVPD",
  "charge": 3,
  "gap_ev": [5.3, 3.8],
  "symbols": ["C", "H", "H", "C", "H", "C", "H", "C", "C", "C", "H", "H", "H", "C", "C", "C", "H", "H", "H", "H", "H", "C", "H", "H", "H", "C", "H", "H", "H", "H", "C", "H", "H", "H", "H", "H", "P", "H", "H", "C", "H", "H", "H", "H", "P", "O", "H", "H", "C", "H", "H", "C", "C", "H", "P", "H", "H", "C", "H", "H", "C", "H", "S", "H", "H", "C", "H", "H", "C", "H", "C", "Tl"],
  "coordinates": [[-0.5968, 1.0690, -4.3640], [-3.2590, 0.8671, -1.9068], [0.5686, 2.3213, 3.9146], [0.5350, -0.4165, -2.8296], [2.3011, 3.5336, -1.2950], [4.5156, 1.0673, -1.0021], [-4.8157, 0.3156, -1.1897], [-2.3213, 1.9993, 2.8880], [1.9909, -3.8238, -4.5506], [1.6659, -2.4777, 2.5839], [1.2510, -1.3272, 5.4635], [-0.6422, 4.5024, 0.6099], [-2.2650, -1.9411, -4.0641], [-3.8181, -0.9266, 1.3300], [-0.2675, -1.4352, -3.3809], [0.1810, 3.1493, 3.3039], [-3.4566, -3.1983, -0.8727], [1.5261, 0.4725, -0.9339], [-1.7933, 4.7271, 1.9679], [-4.8965, -2.1347, -0.9648], [0.6193, -2.8861, -5.9408], [3.1517, 1.1979, 1.6304], [-0.4347, 3.8075, 3.9316], [0.2905, -2.2278, -3.8752], [-0.0418, -2.5830, 5.3647], [-1.4484, 4.0332, 1.1892], [1.3904, -3.9756, 4.1344], [1.0354, 3.7134, 2.9071], [-0.6972, 2.0258, -4.8796], [-3.6605, -2.1123, -2.2714], [-3.7663, 0.5650, -0.9827], [5.1941, 1.9091, -0.8523], [2.9197, -3.7306, -3.9566], [3.7287, 3.7664, -0.1967], [-3.7162, 1.3934, -0.2635], [4.3168, 0.9470, -2.0710], [2.9925, 1.5191, -0.1568], [1.2808, 1.5276, -3.3901], [1.3696, -3.3094, 1.9237], [0.6940, -1.9980, 4.7952], [1.4764, -4.8076, -4.5734], [-4.2242, -1.9250, 1.5304], [-4.6298, -0.1863, 1.3159], [2.6524, -2.1107, 2.2535], [-0.8229, 2.4552, 1.9143], [0.7176, -1.4004, 2.4227], [2.6524, 2.0251, 2.1769], [2.7124, -2.8256, 4.4524], [0.0261, -1.1837, 3.6752], [-3.1091, -0.6648, 2.1270], [4.2363, 1.1657, 1.8474], [-1.6321, 0.1309, -4.5058], [0.4759, 0.8116, -3.5045], [2.6568, 0.2380, 1.8950], [-2.9058, -0.9057, -0.2742], [-2.2767, 3.8103, 0.5031], [-1.0433, -1.4726, 3.5940], [1.5856, -2.8510, -5.4065], [0.0542, -0.0986, 3.8927], [4.9280, 0.1462, -0.5728], [1.6998, -2.9292, 4.0489], [-2.1158, 1.0845, 3.4617], [1.6193, -0.7528, -1.4873], [-3.1615, 1.7978, 2.2096], [2.0421, 3.6453, 0.4914], [2.7325, 3.3086, -0.3051], [2.2246, -2.0087, -5.7074], [-2.5977, 2.8055, 3.5807], [-1.5084, -1.1482, -3.9592], [-2.5394, 0.3872, -5.0454], [-3.8261, -2.2143, -1.1908], [0.2792, -4.2525, -2.6075]],
  "atomic_forces_ev_per_a": [[-0.50, -0.21, -0.05], [-0.31, 0.10, 0.07], [-0.08, 0.28, -0.06], [0.01, 0.82, -1.78], [0.29, 0.18, 0.40], [-0.29, -0.17, -0.17], [0.31, -0.26, 0.13], [0.06, -0.34, -0.04], [0.23, 0.54, -1.07], [0.04, -0.07, -0.33], [-0.34, -0.30, -0.04], [-0.26, 0.03, 0.12], [0.57, 0.40, -0.64], [1.18, -0.42, 0.78], [-0.41, -0.16, 0.63], [0.18, -0.34, -0.14], [-0.28, 0.12, -0.11], [-0.38, 0.28, 0.26], [0.08, -0.17, -0.21], [0.27, 0.23, 0.18], [0.68, -0.34, 0.12], [-0.34, -0.32, -0.04], [0.21, -0.12, -0.17], [-0.25, -0.88, 1.23], [0.33, 0.34, -0.11], [0.15, -0.15, -0.19], [0.17, 0.21, 0.01], [-0.18, -0.03, 0.16], [0.26, -0.31, 0.11], [-0.12, 0.01, 0.33], [1.50, 0.73, -0.35], [0.18, -0.09, 0.01], [-0.43, -0.28, -0.64], [-0.35, 0.06, -0.04], [0.03, -0.20, -0.25], [0.19, -0.03, 0.14], [0.96, 1.47, 1.52], [-0.22, 0.21, 0.24], [0.09, 0.25, 0.11], [0.58, -0.03, -0.41], [0.48, 0.53, -0.16], [0.23, 0.17, -0.07], [0.34, -0.14, -0.25], [-0.27, -0.13, 0.03], [-0.36, 0.53, 0.32], [0.05, -0.27, 0.80], [0.33, -0.56, -0.32], [-0.29, -0.13, 0.00], [-0.48, 0.35, 0.14], [-0.40, -0.07, 0.05], [-0.49, -0.04, 0.05], [-0.70, 0.30, 0.60], [-0.46, -0.09, 0.56], [0.34, 0.51, -0.02], [-4.20, 0.57, 0.06], [0.18, 0.15, 0.14], [0.48, 0.07, -0.26], [0.29, -0.75, -0.11], [-0.01, -0.45, -0.15], [-0.08, 0.22, -0.19], [-0.29, 0.17, 0.14], [-0.12, 0.25, -0.04], [0.12, -1.36, -0.70], [0.14, 0.12, 0.20], [0.39, -0.17, -0.46], [-0.45, -0.15, -0.37], [-0.32, -0.18, 0.68], [0.02, -0.20, -0.19], [0.62, 0.67, -0.76], [0.17, 0.10, 0.01], [1.41, -0.77, -0.43], [-0.50, -0.32, 0.99]]
}

# 5
{
  "formula": "C6H12",
  "method": "ωB97M-V/def2-TZVPD",
  "gap_ev": 9.0,
  "e_above_lowest_kj_mol": 362.7,
  "symbols": ["H", "C", "H", "H", "H", "H", "H", "H", "H", "C", "C", "C", "C", "C", "H", "H", "H", "H"],
  "coordinates": [[-1.2012, 1.7941, 0.8654], [1.7129, -0.4619, -0.2932], [1.3562, 1.2677, 1.0092], [-0.6758, -2.0698, -1.0476], [1.5440, -0.5522, -1.3777], [-2.5925, 0.9422, 0.1749], [-1.4871, -1.9886, 0.5301], [-1.8218, 0.3409, 1.6664], [-2.2824, -1.3271, -0.9183], [-1.3214, -1.4545, -0.4110], [-1.6350, 0.8021, 0.6912], [-0.6947, -0.0716, -0.1356], [1.9369, 1.0325, 0.0977], [0.5398, -0.4984, 0.5946], [2.5538, -1.0892, 0.0134], [1.5931, 1.6958, -0.6984], [2.9795, 1.2252, 0.3519], [-0.5043, 0.4128, -1.1129]],
  "atomic_forces_ev_per_a": [[-0.05, -0.17, -0.02], [0.02, -0.19, 0.01], [0.09, 0.09, -0.08], [-0.11, 0.07, 0.09], [-0.03, 0.04, 0.19], [0.13, -0.03, 0.07], [-0.01, 0.05, -0.14], [0.02, 0.04, -0.13], [0.12, 0.02, 0.05], [-0.06, -0.17, -0.04], [-0.04, 0.03, 0.04], [0.02, 0.07, 0.07], [0.04, 0.20, 0.00], [0.03, 0.07, -0.33], [-0.15, 0.14, -0.01], [0.08, -0.11, 0.13], [-0.12, -0.05, -0.06], [0.03, -0.09, 0.15]]
}